Molecular formula: C78H195N13
Method: DFT, ωB97M-V/def2-TZVPD

* energy: -103413.505 eV
* gap between HOMO and LUMO: 0.3171 hartree
* ΔE to the lowest compared entry with this formula, charge and spin: 454.7 kJ/mol

Each line ends with the Löwdin charge.
Geometry (Å):
C1 17.25 25.03 15.83  -0.06
C2 16.75 24.95 17.30  -0.27
N1 17.18 23.85 18.07  -0.19
C3 18.46 24.04 18.74  -0.25
C4 18.78 23.10 19.87  -0.08
C5 17.05 22.58 17.37  -0.22
C6 15.56 22.29 17.09  -0.06
H1 18.20 24.57 15.75  0.05
H2 17.24 26.06 15.43  0.08
H3 16.56 24.51 15.17  0.05
H4 17.16 25.85 17.80  0.11
H5 15.67 25.10 17.33  0.10
H6 19.34 23.93 18.05  0.11
H7 18.51 25.09 19.07  0.12
H8 18.02 23.11 20.61  0.03
H9 18.91 22.06 19.47  0.07
H10 19.64 23.36 20.47  0.07
H11 17.54 21.77 17.90  0.09
H12 17.58 22.61 16.47  0.07
H13 15.54 21.50 16.31  0.06
H14 15.00 23.14 16.73  0.07
H15 15.13 21.90 18.01  0.04
C7 11.24 17.81 17.98  -0.07
C8 10.59 18.88 17.10  -0.28
N2 11.52 19.53 16.21  -0.19
C9 12.45 20.41 16.92  -0.23
C10 11.80 21.60 17.73  -0.05
C11 10.91 20.09 15.01  -0.23
C12 10.32 18.97 14.07  -0.05
H16 11.89 18.32 18.72  0.07
H17 11.81 17.15 17.30  0.06
H18 10.46 17.29 18.57  0.08
H19 9.84 18.44 16.46  0.09
H20 10.04 19.57 17.72  0.10
H21 13.14 19.81 17.59  0.11
H22 13.06 20.89 16.17  0.06
H23 12.60 22.16 18.25  0.05
H24 11.28 22.20 16.96  0.07
H25 11.11 21.24 18.49  0.05
H26 11.58 20.75 14.56  0.07
H27 10.08 20.76 15.27  0.11
H28 9.63 18.42 14.71  0.05
H29 11.06 18.26 13.68  0.06
H30 9.81 19.40 13.24  0.06
C13 18.40 13.74 16.92  -0.07
C14 18.47 13.18 18.38  -0.22
N3 19.80 12.60 18.72  -0.18
C15 20.11 11.42 17.85  -0.23
C16 21.58 11.03 18.00  -0.09
C17 20.04 12.36 20.16  -0.24
C18 21.34 12.99 20.63  -0.11
H31 17.60 13.45 16.30  0.05
H32 19.28 13.57 16.33  0.05
H33 18.39 14.83 17.09  0.06
H34 18.27 14.05 19.07  0.10
H35 17.60 12.45 18.56  0.11
H36 19.43 10.55 18.04  0.12
H37 19.90 11.76 16.82  0.10
H38 22.23 11.80 17.60  0.04
H39 21.85 10.86 19.08  0.08
H40 21.77 10.12 17.44  0.07
H41 20.03 11.27 20.42  0.12
H42 19.25 12.89 20.73  0.10
H43 21.55 12.72 21.68  0.08
H44 21.37 14.08 20.57  0.05
H45 22.21 12.63 20.08  0.05
C19 23.14 15.58 22.02  -0.08
C20 24.57 15.99 21.75  -0.30
N4 24.61 17.38 21.49  -0.18
C21 25.94 17.75 20.97  -0.25
C22 26.08 17.64 19.43  -0.07
C23 24.27 18.16 22.72  -0.24
C24 25.14 17.78 23.90  -0.09
H46 23.08 14.49 22.01  0.06
H47 22.57 16.16 21.30  0.06
H48 22.79 15.87 23.01  0.06
H49 25.24 15.65 22.60  0.13
H50 24.86 15.45 20.80  0.11
H51 26.76 17.28 21.51  0.11
H52 26.04 18.80 21.14  0.09
H53 25.92 16.59 19.15  0.06
H54 27.06 17.96 19.13  0.06
H55 25.37 18.28 18.86  0.07
H56 24.40 19.22 22.48  0.11
H57 23.21 18.04 22.95  0.08
H58 25.01 16.77 24.14  0.04
H59 26.18 18.04 23.57  0.09
H60 24.95 18.36 24.82  0.08
C25 21.10 20.19 21.24  -0.08
C26 22.36 20.71 20.51  -0.23
N5 22.08 21.47 19.27  -0.18
C27 21.60 20.59 18.25  -0.28
C28 21.37 21.27 16.92  -0.07
C29 23.20 22.25 18.78  -0.26
C30 24.38 21.40 18.34  -0.09
H61 20.53 19.57 20.60  0.02
H62 20.37 20.97 21.52  0.07
H63 21.45 19.75 22.20  0.07
H64 22.83 21.38 21.23  0.11
H65 23.00 19.82 20.42  0.10
H66 22.20 19.68 18.15  0.09
H67 20.63 20.32 18.68  0.10
H68 22.33 21.39 16.42  0.07
H69 20.81 20.60 16.31  0.05
H70 20.79 22.21 16.96  0.08
H71 23.57 22.89 19.59  0.12
H72 22.79 22.85 17.96  0.10
H73 24.95 21.95 17.58  0.07
H74 24.12 20.56 17.72  0.04
H75 25.04 20.98 19.16  0.09
C31 14.22 20.74 23.77  -0.09
C32 14.29 19.74 24.89  -0.29
N6 13.34 18.68 24.89  -0.18
C33 11.90 19.03 24.86  -0.23
C34 11.09 17.75 25.17  -0.10
C35 13.71 17.72 23.81  -0.24
C36 15.17 17.31 23.81  -0.07
H76 14.42 20.31 22.77  0.05
H77 15.12 21.45 23.75  0.09
H78 13.34 21.39 23.65  0.07
H79 15.28 19.29 24.90  0.08
H80 14.11 20.28 25.80  0.11
H81 11.71 19.84 25.58  0.12
H82 11.58 19.44 23.89  0.11
H83 10.06 18.05 25.46  0.07
H84 10.91 17.15 24.29  0.05
H85 11.40 17.19 26.06  0.08
H86 13.50 18.14 22.82  0.11
H87 13.02 16.91 23.95  0.08
H88 15.62 16.98 24.78  0.09
H89 15.74 18.08 23.28  0.05
H90 15.25 16.45 23.14  0.06
C37 13.92 25.57 23.74  -0.07
C38 14.09 25.99 22.28  -0.29
N7 14.03 24.87 21.36  -0.20
C39 15.34 24.18 21.28  -0.24
C40 15.16 22.73 20.84  -0.06
C41 13.49 25.29 20.04  -0.24
C42 11.96 25.32 20.14  -0.09
H91 14.16 26.43 24.32  0.06
H92 14.60 24.77 23.95  0.05
H93 12.87 25.27 23.82  0.08
H94 13.23 26.64 22.01  0.11
H95 15.01 26.55 22.05  0.12
H96 15.93 24.67 20.51  0.10
H97 15.81 24.35 22.25  0.11
H98 14.65 22.71 19.85  0.06
H99 16.18 22.32 20.74  0.05
H100 14.65 22.22 21.60  0.02
H101 13.77 24.59 19.27  0.08
H102 13.92 26.30 19.73  0.13
H103 11.71 24.32 20.50  0.08
H104 11.46 25.44 19.22  0.05
H105 11.59 26.07 20.83  0.06
C43 24.17 13.98 17.82  -0.08
C44 22.91 14.38 17.06  -0.27
N8 22.89 15.77 16.59  -0.17
C45 21.94 16.03 15.45  -0.22
C46 21.97 17.48 14.92  -0.07
C47 22.92 16.72 17.67  -0.28
C48 21.63 16.95 18.38  -0.08
H106 25.01 14.43 17.33  0.07
H107 24.24 12.92 17.77  0.05
H108 24.12 14.26 18.90  0.07
H109 22.86 13.76 16.18  0.10
H110 22.02 14.08 17.72  0.11
H111 20.93 15.81 15.76  0.09
H112 22.24 15.36 14.60  0.12
H113 21.13 17.77 14.28  0.06
H114 22.88 17.57 14.33  0.07
H115 22.10 18.17 15.78  0.05
H116 23.60 16.33 18.38  0.07
H117 23.37 17.64 17.29  0.10
H118 21.77 17.49 19.33  0.07
H119 20.96 17.50 17.69  0.08
H120 21.10 16.03 18.58  0.06
C49 18.88 19.33 12.68  -0.08
C50 17.57 19.52 13.41  -0.25
N9 16.67 20.50 12.77  -0.20
C51 16.82 21.87 13.14  -0.26
C52 16.48 22.89 12.03  -0.08
C53 15.31 20.08 12.58  -0.25
C54 14.41 19.99 13.82  -0.08
H121 19.43 18.53 13.17  0.04
H122 19.56 20.22 12.64  0.09
H123 18.67 19.09 11.66  0.07
H124 16.98 18.58 13.41  0.10
H125 17.76 19.72 14.49  0.11
H126 16.15 22.13 14.05  0.11
H127 17.83 22.10 13.41  0.10
H128 15.44 22.95 11.66  0.07
H129 16.71 23.86 12.45  0.05
H130 17.11 22.74 11.15  0.07
H131 15.28 19.08 12.16  0.11
H132 14.83 20.78 11.88  0.11
H133 13.48 19.47 13.66  0.05
H134 14.17 20.99 14.22  0.06
H135 15.03 19.39 14.49  0.07
C55 15.47 18.85 19.99  -0.07
C56 16.86 19.40 19.93  -0.25
N10 18.01 18.46 19.92  -0.13
C57 18.08 17.76 21.21  -0.24
C58 19.32 16.89 21.31  -0.09
C59 17.88 17.48 18.81  -0.23
C60 17.66 18.03 17.41  -0.08
H136 14.80 19.74 19.95  0.08
H137 15.33 18.17 20.83  0.05
H138 15.23 18.30 19.12  0.04
H139 16.92 19.93 18.99  0.08
H140 17.02 20.15 20.72  0.11
H141 18.09 18.52 22.01  0.10
H142 17.20 17.14 21.37  0.08
H143 20.30 17.45 21.27  0.06
H144 19.32 16.28 22.27  0.08
H145 19.36 16.09 20.56  0.04
H146 16.96 16.89 18.95  0.10
H147 18.79 16.89 18.80  0.08
H148 17.88 17.26 16.75  0.03
H149 18.31 18.86 17.15  0.07
H150 16.62 18.34 17.25  0.07
C61 16.77 14.59 13.35  -0.09
C62 15.51 15.43 13.42  -0.26
N11 14.70 15.19 14.64  -0.17
C63 15.35 15.86 15.81  -0.22
C64 14.62 15.52 17.16  -0.06
C65 13.35 15.70 14.48  -0.28
C66 12.48 14.72 13.70  -0.09
H151 17.14 14.67 12.31  0.08
H152 16.50 13.53 13.43  0.08
H153 17.55 14.92 14.00  0.05
H154 15.80 16.54 13.36  0.11
H155 14.90 15.31 12.49  0.12
H156 16.33 15.47 15.87  0.06
H157 15.37 16.94 15.64  0.10
H158 13.77 16.17 17.42  0.05
H159 14.14 14.60 16.99  0.05
H160 15.38 15.44 17.92  0.05
H161 13.24 16.66 13.93  0.11
H162 12.95 15.84 15.51  0.10
H163 11.45 15.06 13.76  0.07
H164 12.47 13.80 14.20  0.06
H165 12.81 14.58 12.67  0.07
C67 14.80 11.38 20.00  -0.08
C68 14.34 12.10 21.30  -0.23
N12 14.21 13.55 21.21  -0.19
C69 15.44 14.20 20.81  -0.26
C70 16.53 14.03 21.85  -0.09
C71 13.04 14.04 20.53  -0.24
C72 12.66 15.54 20.76  -0.07
H166 15.85 11.58 19.87  0.03
H167 14.25 11.68 19.12  0.06
H168 14.73 10.26 20.16  0.09
H169 13.40 11.62 21.55  0.10
H170 15.07 11.87 22.06  0.10
H171 15.32 15.29 20.84  0.10
H172 15.79 13.87 19.86  0.08
H173 17.25 14.81 21.82  0.03
H174 17.10 13.06 21.84  0.08
H175 16.08 14.01 22.85  0.08
H176 13.11 13.90 19.42  0.11
H177 12.18 13.52 20.95  0.11
H178 13.31 16.28 20.30  0.05
H179 11.65 15.70 20.32  0.07
H180 12.57 15.76 21.82  0.05
C73 17.05 16.67 27.30  -0.09
C74 18.54 16.70 27.06  -0.23
N13 18.88 17.46 25.81  -0.17
C75 20.12 16.98 25.14  -0.26
C76 21.43 17.27 25.81  -0.09
C77 18.66 18.88 25.94  -0.26
C78 18.55 19.59 24.56  -0.07
H181 16.64 15.89 26.69  0.06
H182 16.57 17.59 27.10  0.05
H183 16.84 16.28 28.28  0.07
H184 19.08 17.17 27.92  0.12
H185 19.02 15.73 26.94  0.11
H186 19.96 15.94 24.95  0.10
H187 20.17 17.48 24.17  0.08
H188 21.62 18.38 25.93  0.09
H189 21.44 16.83 26.82  0.07
H190 22.31 16.86 25.29  0.06
H191 19.42 19.48 26.46  0.11
H192 17.75 19.07 26.50  0.10
H193 18.44 20.69 24.71  0.09
H194 17.69 19.19 24.07  0.03
H195 19.45 19.48 23.98  0.04